This record from OMol25 describes a molecular structure, ClH20NaO14 at a distorted geometry. The level of theory is wB97M-V/def2-TZVPD.

Output
F_max: 4.25 eV Å⁻¹
energy above the lowest of the compared OMol25 structures with the same formula, charge and spin: 4.55 kcal/mol

ORCA input file:
```
! wB97M-V def2-TZVPD RIJCOSX def2/J DEFGRID3
* xyz 0 1
H -0.804 -0.540 -1.698
H -4.535 2.004 0.145
Cl -0.130 0.320 1.094
O -2.502 3.017 2.610
O -1.193 -0.738 -2.550
H -0.261 1.498 -1.299
H -2.047 3.146 1.777
Na -1.914 1.180 4.328
O 3.007 -2.960 -1.090
O 0.414 1.604 1.256
H 1.445 -0.314 -1.988
H -3.089 1.938 0.587
O 1.576 -0.809 -2.796
H -0.293 -4.261 -1.415
H 0.089 2.955 -1.510
O -1.322 0.338 0.300
H 3.087 -0.536 1.275
H 2.154 3.862 -0.928
H 2.158 -2.583 -1.320
H -1.896 -0.095 -2.647
H 2.419 2.616 -0.111
O -0.416 -0.142 2.387
O 0.794 -0.615 0.421
H 4.383 -0.149 1.956
O -3.736 2.528 0.201
O -0.275 -3.316 -1.262
H 0.403 -3.192 -0.599
H -1.624 -2.470 1.807
O 2.750 3.117 -0.857
H -2.670 -3.395 2.391
O -2.029 -3.328 1.684
H 2.511 -1.017 -2.801
H 2.873 -3.906 -1.148
O 0.100 2.103 -1.946
O 4.000 -0.806 1.374
H -3.426 2.946 2.371
*
```

=====

This record from OMol25 describes a single Cl2HO3PS molecule at a distorted geometry. The level of theory is wB97M-V/def2-TZVPD.

Output
F_max: 4.22 eV Å⁻¹
energy above the lowest of the compared OMol25 structures with the same formula, charge and spin: 28.34 kcal/mol

ORCA input file:
```
! wB97M-V def2-TZVPD RIJCOSX def2/J DEFGRID3
* xyz 0 1
Cl 1.579 -2.156 -0.513
O 1.419 -0.364 -0.368
S 0.831 2.394 0.243
O -1.416 -0.067 -0.714
Cl -1.483 -0.527 -2.270
H -1.014 0.364 1.783
O -0.180 -0.156 1.590
P 0.264 0.513 0.249
*
```

=====

This record from OMol25 describes 2 unconnected molecules or ions with the total composition C3H8N4 at a distorted geometry. The level of theory is wB97M-V/def2-TZVPD.

Output
F_max: 5.36 eV Å⁻¹
energy above the lowest of the compared OMol25 structures with the same formula, charge and spin: 69.83 kcal/mol

ORCA input file:
```
! wB97M-V def2-TZVPD RIJCOSX def2/J DEFGRID3
* xyz 0 1
N -2.001 1.012 0.056
H -0.749 -3.036 -0.599
H -1.617 -1.718 -1.362
H 2.515 1.860 0.775
H 1.372 -0.191 -0.662
H -1.057 -0.976 0.994
H 1.104 2.843 0.644
N -1.583 1.666 -0.693
C -0.680 -1.950 -0.926
H 0.028 -1.835 -1.689
C 0.553 -0.159 -0.009
N 0.832 0.899 0.938
H 0.108 0.667 1.877
C -0.386 -1.062 0.213
N 1.562 1.980 0.441
*
```

=====

This record from OMol25 describes a molecular structure, C28H40ClCsN2O14P2 at a distorted geometry. The level of theory is wB97M-V/def2-TZVPD.

Output
F_max: 2.33 eV Å⁻¹
energy above the lowest of the compared OMol25 structures with the same formula, charge and spin: 28.63 kcal/mol

ORCA input file:
```
! wB97M-V def2-TZVPD RIJCOSX def2/J DEFGRID3
* xyz -2 1
H 6.628 -1.258 -2.707
C 5.345 1.501 -1.075
N -3.359 6.289 2.546
O 2.974 -0.928 -3.526
C 0.972 -2.900 2.120
C 3.291 -2.248 -3.976
H -2.858 -1.554 1.360
H -3.411 2.051 -2.912
N 1.442 -1.823 1.479
H 5.032 0.619 -3.020
C 2.046 -2.856 -4.593
H -0.879 3.769 -5.044
C -1.714 3.147 1.413
O -5.478 -2.303 -0.194
H 3.697 1.052 -4.987
H 3.291 -3.285 4.539
O -3.658 -1.264 -1.110
H 5.338 -1.741 -4.464
O -0.075 -0.607 -3.277
O -3.410 7.472 2.207
H 2.845 1.540 -2.861
H 6.143 2.180 -1.393
C 1.607 -3.472 3.213
H 1.262 -2.948 -3.837
H 1.668 -2.202 -5.390
C 2.775 -2.880 3.676
O 4.396 -0.714 -1.586
H 4.401 2.048 -1.064
H 3.791 2.433 -6.121
C -0.846 3.597 0.320
C -1.589 3.537 -4.244
H 4.690 -3.139 -5.351
O 2.659 0.219 0.010
H 3.592 -2.864 -3.128
H 6.952 -0.688 -1.056
C -1.445 2.109 -3.774
C -1.752 5.871 0.706
H 4.176 -1.267 3.315
H -1.612 1.426 -4.606
O -0.062 1.974 -3.324
C -4.275 -1.947 -0.249
H 1.722 2.658 -4.854
C -1.810 1.749 1.828
C 4.448 -2.148 -4.952
Cl -2.182 -3.618 0.400
H -1.811 6.923 0.461
H -0.337 5.378 -0.815
O 2.082 -1.867 -1.417
O 1.124 0.683 -5.058
H -4.016 -2.880 1.705
C -2.533 5.388 1.790
C 1.030 2.259 -6.824
H 5.517 1.169 -0.050
Cs -0.386 -0.879 -0.767
H -0.017 2.469 -6.588
H 1.643 1.530 -1.532
C -0.951 5.025 0.008
C -2.387 1.779 -2.636
P 2.809 -0.663 -1.877
P 0.723 0.606 -3.517
H 0.047 -3.321 1.742
H -2.426 1.609 2.745
H 1.064 1.447 -7.557
O -3.989 5.867 3.514
H -3.113 3.689 2.932
H -2.092 2.343 -1.746
O -1.315 0.779 1.293
H 7.420 0.318 -2.453
C -2.497 4.040 2.112
H 1.188 -4.352 3.686
C 2.068 0.956 -2.362
C 5.315 0.305 -2.011
H -2.377 0.716 -2.392
C 2.589 -1.289 1.901
O 4.224 0.380 1.606
H 4.181 -1.492 -5.791
C -3.410 -2.400 0.952
C 3.238 1.523 -5.861
H -2.604 3.712 -4.608
H -1.395 4.210 -3.402
H 1.480 3.156 -7.264
C 3.220 -0.133 1.115
O -0.074 2.852 -0.301
C 3.272 -1.773 3.013
H 2.269 -3.843 -5.011
C 6.663 -0.374 -2.066
C 1.783 1.848 -5.583
H 3.309 0.815 -6.695
*
```

=====

HOMO energy values (in eV) by entry order: -9.690 -9.838 -7.527 -3.108.
Calculated total energy values (in eV) by entry order: -45921.0868 -51324.9456 -9198.6051 -92985.1131.
Gap between HOMO and LUMO values (in hartree) by entry order: 0.272 0.278 0.325 0.248.